(1)
The following is a DFT calculation (ωB97M-V/def2-TZVPD) of a cluster of 13 separate species, C38H90O19S7 in total.

Computed properties:
LUMO = 0.4 eV
Energy relative to the best compared isomer or geometry (same formula, charge and spin) = 1.385 eV
HOMO level = -8.502 eV

Structure (ORCA input):
```
! wB97M-V def2-TZVPD RIJCOSX def2/J DEFGRID3
* xyz 0 1
O 2.2818 6.6917 2.8577
C 1.9588 6.2156 3.8902
O 1.2551 5.0767 3.9335
C 1.0287 4.4457 2.6284
C 0.2461 3.1698 2.9337
C 2.1801 6.9001 5.2028
H 1.9750 4.1910 2.1983
H 0.4737 5.0582 1.9372
H 0.6375 2.5100 3.6751
H 0.1875 2.6185 2.0180
H -0.7351 3.4631 3.2536
H 2.9026 7.6933 5.0174
H 2.5361 6.1881 5.9345
H 1.2560 7.2778 5.5648
O 3.7995 -3.8695 2.5000
C 2.8623 -3.6917 3.2707
O 1.6171 -4.0575 2.9921
C 1.5611 -4.9058 1.8932
C 0.1062 -5.1929 1.5890
C 2.9917 -2.9925 4.6054
H 2.1147 -5.8454 2.1345
H 2.0612 -4.4955 0.9894
H -0.3822 -5.6720 2.4018
H 0.0460 -5.8051 0.6765
H -0.3987 -4.2483 1.3764
H 3.9466 -3.3183 5.0757
H 2.1897 -3.2575 5.2562
H 2.9066 -1.9171 4.4228
O 0.3916 3.3256 -0.4089
C -0.0749 3.6075 -1.4697
O 0.1537 2.9278 -2.6207
C 0.9440 1.7238 -2.4707
C 0.9643 1.0482 -3.8419
C -1.0009 4.8301 -1.7120
H 0.4628 1.0425 -1.7518
H 1.9151 1.9809 -2.1030
H 1.7899 1.3875 -4.3870
H 0.0111 1.1526 -4.3867
H 1.0470 -0.0193 -3.6079
H -0.9909 5.1739 -2.7854
H -0.6746 5.5583 -1.0149
H -1.9703 4.5077 -1.3730
O -0.4700 -1.0434 -8.1763
C -1.4587 -0.6158 -7.6293
O -1.8131 -0.8646 -6.3550
C -0.8526 -1.6930 -5.5891
C -1.2690 -1.5103 -4.1459
C -2.4879 0.2675 -8.3178
H 0.1812 -1.3671 -5.7467
H -0.9596 -2.7156 -5.9363
H -2.3530 -1.5604 -4.0483
H -0.8826 -0.5354 -3.8294
H -0.7359 -2.1397 -3.4491
H -3.0901 0.7862 -7.6041
H -3.1698 -0.3250 -8.9642
H -1.9288 0.9175 -9.0236
O -0.4267 0.0277 1.2522
C 0.0987 -0.6057 0.3502
O 1.4374 -0.7868 0.3395
C 2.2343 -0.2915 1.4254
C 3.7381 -0.4622 1.1622
C -0.7292 -1.0721 -0.7983
H 1.8707 -0.8624 2.3016
H 1.9168 0.7721 1.5777
H 4.1690 -0.4930 2.1629
H 4.1843 0.2763 0.4453
H 3.8978 -1.4796 0.8027
H -1.4368 -1.7909 -0.3483
H -0.2374 -1.5205 -1.6553
H -1.3819 -0.2662 -1.0834
O -0.2493 -5.3521 -2.2479
C -0.5785 -5.0373 -3.3466
O -1.9089 -4.7875 -3.6053
C -2.7745 -4.9317 -2.4652
C -4.1768 -5.5425 -2.7448
C 0.1406 -5.1064 -4.6474
H -2.9127 -4.0018 -1.9475
H -2.2503 -5.4619 -1.6999
H -4.8177 -4.8269 -3.3168
H -4.6957 -5.8102 -1.8592
H -4.0475 -6.4490 -3.3561
H 0.7607 -4.2499 -4.7109
H -0.5999 -5.1325 -5.4295
H 0.6877 -6.0354 -4.6718
C -0.6282 -2.0273 4.3790
S -0.4173 -0.7072 5.5486
O 0.9801 -0.2388 5.5533
C -1.3033 0.6083 4.6892
H -1.5899 -2.5500 4.4542
H 0.1373 -2.7426 4.5864
H -0.3853 -1.6013 3.4118
H -0.8199 0.5681 3.7031
H -1.2745 1.5326 5.2633
H -2.3538 0.3548 4.5657
C 2.6709 -3.4812 -1.5124
S 2.9538 -2.7259 -3.0769
O 1.6168 -2.2117 -3.6377
C 3.7264 -1.2610 -2.3811
H 3.5827 -3.5870 -0.9733
H 2.1472 -4.4278 -1.5485
H 2.0230 -2.8009 -0.9500
H 4.5695 -1.6800 -1.7760
H 2.9781 -0.7389 -1.8122
H 4.1807 -0.7244 -3.2110
C -3.1094 2.0419 -3.9609
S -3.2738 0.8192 -2.6617
O -3.7371 1.4329 -1.3861
C -4.6802 -0.0431 -3.2160
H -4.0271 2.5907 -4.1124
H -2.9424 1.4173 -4.8528
H -2.2704 2.6933 -3.7240
H -5.4679 0.6941 -3.1138
H -4.8881 -0.8795 -2.5498
H -4.4371 -0.3023 -4.2013
C 6.1194 4.2531 -0.7079
S 4.3792 4.6410 -1.2945
O 3.9371 3.5552 -2.2191
C 3.5897 4.4535 0.2966
H 6.1041 3.4068 -0.0167
H 6.4520 5.1801 -0.2184
H 6.7115 4.0462 -1.5911
H 3.8962 3.5102 0.8247
H 2.4766 4.6177 0.2228
H 3.9322 5.3091 0.8979
C -5.5697 2.7811 1.4269
S -4.7402 2.0729 2.8160
O -5.0785 0.6428 3.0657
C -3.1651 2.0077 2.0317
H -5.4085 3.8429 1.4031
H -6.6749 2.7759 1.5296
H -5.2709 2.1672 0.6070
H -2.3920 1.4965 2.5611
H -2.7654 2.9834 1.8269
H -3.2601 1.4764 1.1037
C -3.5341 -1.7497 1.9907
S -4.7006 -1.2788 0.6921
O -4.3030 -2.0617 -0.5151
C -6.1586 -2.2092 1.4433
H -2.6075 -1.1833 1.8236
H -3.3566 -2.7990 1.8051
H -3.8576 -1.5670 2.9937
H -6.9001 -2.2731 0.6684
H -6.3998 -1.4812 2.2237
H -5.7481 -3.1381 1.8468
C 3.4596 2.4637 5.7261
S 3.7747 1.7790 4.1220
O 4.1613 2.7925 3.1112
C 5.2179 0.9318 4.6088
H 4.2629 2.1624 6.4080
H 2.5262 2.0027 6.0398
H 3.2670 3.5342 5.6497
H 6.0791 1.5214 4.8923
H 5.4661 0.3618 3.7254
H 4.9215 0.1509 5.3162
*
```

=====

(2)
The following is a DFT calculation (ωB97M-V/def2-TZVPD) of a cluster of 11 separate species, C39H100BN3O15S in total.

Computed properties:
LUMO = 0.0 eV
Structure (SMILES) = [H]/N=C\C[C@]1([C@@H](C)CCC)OS(=O)(=O)O[C@]1(N)B(N)O.CC(C)O.CC(C)O.CC(C)O.CC(C)O.CC(C)O.CC(C)O.CC(C)O.CC(C)O.CC(C)O.CC(C)O
HOMO level = -9.649 eV

Structure (ORCA input):
```
! wB97M-V def2-TZVPD RIJCOSX def2/J DEFGRID3
* xyz 0 1
H 0.2481 0.0408 1.6626
N -0.5929 0.6241 1.6963
C -0.2801 1.8418 1.7390
C 1.1378 2.3494 1.8232
C 1.4399 3.6848 1.1375
C 1.9071 4.8527 2.0692
C 0.7832 5.8399 2.4105
C 2.6134 4.3855 3.3667
C 1.7132 4.0851 4.5880
C 1.6921 5.1943 5.6436
O 0.1960 4.1520 0.4686
S 0.4640 4.9044 -0.8801
O 0.1218 6.2806 -0.8197
O -0.0694 4.1323 -1.9568
O 2.0353 4.7930 -0.8545
C 2.3820 3.5632 -0.0939
N 3.7748 3.6140 0.2272
B 2.1607 2.3375 -1.1368
N 2.9002 2.4395 -2.3613
O 1.3567 1.2811 -0.8160
H -1.0871 2.5715 1.7729
H 1.7889 1.5722 1.4243
H 1.3613 2.4122 2.8828
H 2.6442 5.4389 1.5166
H -0.1319 5.3451 2.7361
H 1.1345 6.4635 3.2348
H 0.5741 6.5090 1.5793
H 3.2240 3.5043 3.1400
H 3.3086 5.1768 3.6543
H 2.0968 3.1766 5.0633
H 0.6989 3.8300 4.2746
H 2.6622 5.6868 5.7206
H 1.4604 4.7737 6.6244
H 0.9140 5.9311 5.4433
H 4.2661 2.7844 -0.0798
H 3.9349 3.7018 1.2228
H 2.6531 3.2649 -2.8961
H 2.7998 1.6376 -2.9724
H 1.5237 0.5032 -1.3694
C -0.3143 -2.4548 4.3196
C -1.7832 -2.7034 4.0137
C -1.9761 -3.0623 2.5513
O -2.5464 -1.5447 4.3442
H 0.0441 -1.6189 3.7113
H -0.1719 -2.1929 5.3691
H 0.2950 -3.3313 4.0900
H -2.1739 -3.5016 4.6471
H -1.6071 -2.2449 1.9250
H -3.0306 -3.2119 2.3235
H -1.4331 -3.9704 2.2819
H -2.2357 -0.8230 3.7814
C 3.7774 -3.7586 2.9439
C 3.9680 -2.3336 2.4485
C 5.0929 -1.6325 3.1915
O 2.7499 -1.5981 2.5755
H 3.5174 -3.7550 4.0061
H 2.9686 -4.2481 2.4010
H 4.6881 -4.3460 2.8181
H 4.1836 -2.3465 1.3783
H 4.8707 -1.5775 4.2595
H 5.2220 -0.6140 2.8222
H 6.0367 -2.1669 3.0733
H 2.5220 -1.5709 3.5124
C -5.5027 -5.7116 0.7082
C -5.5072 -4.7606 -0.4748
C -4.4981 -3.6386 -0.2993
O -6.8147 -4.2228 -0.6947
H -5.7765 -5.2033 1.6378
H -6.2231 -6.5152 0.5490
H -4.5099 -6.1480 0.8283
H -5.2657 -5.3356 -1.3673
H -4.7488 -3.0331 0.5767
H -4.5022 -2.9773 -1.1663
H -3.4906 -4.0351 -0.1653
H -7.0556 -3.7137 0.0874
C 7.0041 5.7750 3.0054
C 6.6540 6.3553 4.3668
C 7.7739 6.1484 5.3733
O 5.4349 5.7878 4.8498
H 7.1680 4.6961 3.0868
H 6.1907 5.9385 2.2976
H 7.9105 6.2274 2.6021
H 6.4483 7.4219 4.2651
H 7.9590 5.0801 5.5180
H 7.5035 6.5747 6.3391
H 8.7008 6.6124 5.0344
H 5.5753 4.8395 4.9556
C -1.4128 6.7947 -5.5019
C -0.9953 7.8093 -4.4468
C 0.5145 7.8222 -4.2545
O -1.6500 7.5457 -3.2137
H -1.1188 5.7888 -5.1895
H -2.4957 6.8011 -5.6286
H -0.9471 7.0062 -6.4662
H -1.3324 8.8041 -4.7488
H 0.8549 6.8418 -3.9098
H 0.7953 8.5543 -3.4975
H 1.0329 8.0616 -5.1849
H -1.3619 6.6762 -2.9092
C -3.6258 11.5754 -5.5981
C -2.7465 12.3291 -6.5823
C -1.2983 12.3719 -6.1190
O -3.2427 13.6506 -6.7932
H -3.6190 12.0702 -4.6229
H -4.6579 11.5477 -5.9474
H -3.2765 10.5507 -5.4626
H -2.7995 11.8472 -7.5602
H -1.2244 12.8915 -5.1595
H -0.6823 12.9099 -6.8396
H -0.8919 11.3670 -5.9935
H -3.2130 14.1129 -5.9479
C 7.2271 -4.5435 6.6451
C 7.4228 -3.1057 6.1913
C 8.5758 -2.4364 6.9220
O 6.2187 -2.3584 6.3638
H 6.9891 -4.5735 7.7120
H 6.4004 -5.0056 6.1053
H 8.1269 -5.1372 6.4796
H 7.6145 -3.0873 5.1166
H 8.3756 -2.4078 7.9967
H 8.7021 -1.4099 6.5781
H 9.5109 -2.9748 6.7636
H 6.0091 -2.3473 7.3048
C -2.1427 -5.9596 -4.4130
C -3.0841 -6.9992 -3.8270
C -3.5552 -7.9887 -4.8800
O -4.2029 -6.3628 -3.2057
H -2.6533 -5.3845 -5.1904
H -1.8161 -5.2631 -3.6408
H -1.2633 -6.4278 -4.8568
H -2.5764 -7.5348 -3.0221
H -4.1051 -7.4666 -5.6676
H -4.2270 -8.7266 -4.4387
H -2.7162 -8.5124 -5.3396
H -4.6804 -5.8688 -3.8825
C -7.5160 -9.1542 -6.6383
C -7.0920 -7.7679 -7.0971
C -8.2642 -6.7999 -7.1242
O -6.4646 -7.8355 -8.3764
H -8.2551 -9.5703 -7.3287
H -6.6593 -9.8282 -6.6212
H -7.9572 -9.1247 -5.6412
H -6.3244 -7.3867 -6.4215
H -9.0245 -7.1481 -7.8289
H -7.9364 -5.8125 -7.4491
H -8.7259 -6.7076 -6.1404
H -7.1135 -8.1709 -9.0052
C -2.2262 -10.0624 -1.3880
C -2.9165 -9.6829 -0.0864
C -4.2166 -10.4494 0.1008
O -3.1532 -8.2786 -0.0366
H -2.8701 -9.8201 -2.2391
H -1.2951 -9.5066 -1.5026
H -2.0021 -11.1294 -1.4235
H -2.2491 -9.8885 0.7524
H -4.9113 -10.2158 -0.7111
H -4.6935 -10.1675 1.0393
H -4.0456 -11.5268 0.1055
H -3.7464 -8.0472 -0.7631
*
```

=====

Question: Look up the HOMO level of the second one.
Answer: -9.649 eV

=====

Question: Look up the HOMO level of the second one.
Answer: -9.649 eV

=====

Question: The highest LUMO belongs to which entry?
Answer: C38H90O19S7